# 1
Below is a 8-piece molecular cluster, C4H26N2O7 overall, with properties calculated with ωB97M-V/def2-TZVPD.

Each line ends with the natural charge from an NBO analysis.
Positions of all 39 atoms, in Å:
C: -1.7074 -1.5636 -0.1171  -0.2053
C: -0.6560 -0.8002 0.7949  -0.4415
C: -1.0528 0.5653 0.9226  -0.2831
C: -0.2239 2.1017 2.6349  0.1014
N: -0.0083 1.3151 1.6839  -0.4156
N: -1.1435 -1.2921 -1.4973  -0.7208
H: -1.7013 -2.6517 -0.1534  0.2424
H: -2.7303 -1.1785 0.0449  0.2330
H: -0.6858 -1.2294 1.7743  0.2472
H: 0.3565 -0.9910 0.3597  0.2263
H: -1.1799 1.1321 -0.0499  0.2917
H: -1.9326 0.8044 1.5645  0.2258
H: -1.3509 2.3457 3.0487  0.2469
H: 0.6128 2.8825 2.9709  0.2779
H: 0.9157 1.3111 1.2774  0.4735
H: -1.6548 -1.7878 -2.3418  0.4477
H: -0.1639 -1.6520 -1.5240  0.4842
H: -1.2908 -0.3036 -1.7646  0.4552
H: 2.6261 -0.1221 1.9726  0.5016
H: 3.5572 0.6016 1.1704  0.4784
O: 2.7760 0.7705 1.5657  -0.9696
H: -4.1950 0.2607 -2.5667  0.5167
H: -3.1846 0.9835 -3.6417  0.5206
O: -3.3196 0.6632 -2.7153  -0.9995
H: 1.8169 -1.0779 -1.7007  0.5014
H: 1.3639 -0.5858 -3.1947  0.5223
O: 1.0974 -0.6588 -2.2237  -0.9915
H: 2.8372 4.1909 0.8491  0.4947
H: 1.8052 4.5741 -0.3293  0.4900
O: 1.9196 4.0814 0.4960  -0.9825
H: 1.1139 -4.7254 -1.0727  0.4907
H: 2.2020 -3.7740 -1.0197  0.4747
O: 1.2907 -3.8585 -0.6481  -0.9606
H: 2.3804 -2.4075 3.2697  0.4828
H: 3.2035 -2.7533 2.0676  0.4924
O: 2.7294 -2.0504 2.5264  -0.9623
H: -1.5987 2.7540 -1.7696  0.4794
H: -2.7983 1.8313 -1.5704  0.5068
O: -2.0261 2.2947 -1.0935  -0.9735

Calculated values
- total charge = +2
- HOMO level (Eh) = -0.607
- HOMO-LUMO gap (Eh) = 0.3826
- ΔE to the lowest compared entry with this formula, charge and spin (kJ/mol) = 244.7

# 2
Below is C4H8I2NO as an isolated structure, with properties calculated with ωB97M-V/def2-TZVPD.

Each line ends with the Löwdin spin population.
Positions of all 16 atoms, in Å:
C: 0.6108 0.1342 -2.7389  0.0882
C: 0.3003 1.4677 -2.7937  0.0300
C: 0.6604 -1.3123 1.3246  0.0266
C: -0.6402 0.1866 -0.0496  0.8582
N: -0.6942 -0.9104 0.9354  0.1052
O: 0.8762 -0.9640 -2.7038  0.0528
I: -2.7652 0.2152 -0.7891  0.5008
I: -0.2281 2.1450 0.8781  0.2677
H: 0.3802 1.9394 -3.9377  0.0117
H: -0.8106 1.5994 -2.8593  0.0105
H: 0.9399 2.0463 -2.1569  0.0017
H: 1.2725 -1.6411 0.5276  0.0050
H: 1.1138 -0.5375 1.7753  0.0024
H: 0.5585 -2.1101 1.9866  0.0042
H: -1.3610 -0.5605 1.7197  0.0286
H: -1.3085 -1.6119 0.4403  0.0064

Calculated values
- total charge = +1
- HOMO level (spin up / spin down) (Eh) = -0.323 / -0.450
- HOMO-LUMO gap (spin up / spin down) (Eh) = 0.1394 / 0.2371
- 2S+1 = 3

# 3
Below is a 2-piece molecular cluster, C4H14N2O overall, with properties calculated with ωB97M-V/def2-TZVPD.

Each line ends with the natural charge from an NBO analysis.
Positions of all 21 atoms, in Å:
C: 0.6742 0.8627 -2.1297  -0.4296
N: 0.6483 0.1972 -0.7636  -0.5131
C: 1.4886 -0.9948 -0.7157  -0.4112
C: 0.2566 1.2694 0.3726  -0.2080
C: 0.7961 0.6811 1.7489  -0.2338
N: -0.0330 -0.5096 2.2559  -0.8356
H: -0.4236 1.1982 -2.4627  0.2033
H: 1.4033 0.2282 -2.7516  0.2121
H: 1.2856 1.7064 -1.8825  0.1804
H: 1.0097 -1.9142 -1.3253  0.1813
H: 2.4865 -0.8714 -1.1628  0.1718
H: 1.5805 -1.4924 0.2371  0.2025
H: -0.9314 1.1590 0.4150  0.1857
H: 0.6222 2.2788 0.1798  0.1948
H: 0.7337 1.4961 2.4694  0.1917
H: 1.7994 0.5150 1.7601  0.1970
H: 0.1326 -1.2547 1.5937  0.3509
H: -1.0487 -0.3646 2.2698  0.3584
O: -3.3122 -1.2261 -0.5167  -0.9401
H: -2.5563 -1.2094 -1.2476  0.4769
H: -3.1957 -0.3905 -0.0622  0.4647

Calculated values
- HOMO level (Eh) = -0.296
- HOMO-LUMO gap (Eh) = 0.3186
- ΔE to the lowest compared entry with this formula, charge and spin (kJ/mol) = 372.7

# 4
Below is a 4-piece molecular cluster, C27H60ClN3 overall, with properties calculated with ωB97M-V/def2-TZVPD.

Each line ends with the Mulliken charge.
Positions of all 91 atoms, in Å:
C: -6.4710 -3.5327 -5.4209  -1.1307
C: -6.7030 -2.0760 -5.0421  -0.7248
C: -6.0222 -1.6868 -3.7371  -0.5169
C: -4.4959 -1.4659 -3.8795  -0.7721
N: -3.6774 -2.1641 -2.8309  0.2046
C: -2.2878 -1.6146 -2.8350  -0.7879
C: -1.6842 -2.1187 -1.5291  -0.6393
C: -2.8406 -1.9183 -0.5377  -0.3287
C: -4.1041 -1.8315 -1.4212  -0.8104
C: -3.6678 -3.6390 -3.0467  -0.8126
H: -6.9020 -4.1529 -4.6290  0.2945
H: -5.4334 -3.7998 -5.6178  0.2835
H: -7.0298 -3.7939 -6.3203  0.3807
H: -7.7571 -1.8097 -4.9774  0.4177
H: -6.3210 -1.4129 -5.8290  0.3353
H: -6.1805 -2.4471 -2.9635  0.3016
H: -6.4568 -0.7916 -3.2893  0.4511
H: -4.2942 -0.4076 -3.7465  0.2817
H: -4.1478 -1.8663 -4.8304  0.5680
H: -1.7124 -1.9831 -3.6819  0.4304
H: -2.3328 -0.5282 -2.8376  0.3835
H: -1.5243 -3.1987 -1.6097  0.2917
H: -0.7303 -1.7260 -1.1886  0.4326
H: -2.9315 -2.6430 0.2654  0.2722
H: -2.7317 -0.9251 -0.0992  0.2909
H: -5.0258 -2.3185 -1.1175  0.4193
H: -4.4024 -0.7790 -1.4709  0.4047
H: -4.6649 -3.9698 -3.3109  0.3124
H: -3.2898 -4.1194 -2.1526  0.4022
H: -2.9568 -3.8362 -3.8485  0.2943
C: 4.5299 1.9151 2.1260  -0.8803
C: 5.3834 2.8459 1.2823  -1.1690
C: 4.7320 3.4277 0.0184  -0.3557
C: 3.9825 2.3395 -0.7332  -0.4928
N: 3.2612 2.8023 -1.9641  0.3324
C: 2.9103 1.6353 -2.8307  -0.5563
C: 3.0184 2.0873 -4.2992  -0.5147
C: 3.5933 3.5219 -4.2474  -0.7755
C: 4.1041 3.6921 -2.8253  -0.6512
C: 1.9870 3.4550 -1.5411  -0.7468
H: 4.9891 1.7237 3.0945  0.5364
H: 4.3787 0.9628 1.6133  0.3407
H: 3.5274 2.3239 2.3067  0.1220
H: 6.2491 2.2614 0.9439  0.3817
H: 5.8295 3.6592 1.8550  0.4500
H: 5.5103 3.8870 -0.5867  0.4148
H: 4.0231 4.2140 0.2959  0.3267
H: 3.1811 1.9109 -0.1253  -0.0613
H: 4.6375 1.5041 -0.9824  0.3366
H: 1.9421 1.2055 -2.5799  0.4202
H: 3.5812 0.8044 -2.6182  0.3726
H: 2.0457 2.0718 -4.7829  0.3062
H: 3.6601 1.3826 -4.8239  0.3307
H: 2.7836 4.1875 -4.5396  0.3311
H: 4.4112 3.6412 -4.9529  0.3756
H: 4.0181 4.7092 -2.4537  0.3522
H: 5.1336 3.3448 -2.7916  0.4767
H: 2.1501 4.2411 -0.8103  0.2851
H: 1.4281 2.6317 -1.1076  0.2238
H: 1.5154 3.8934 -2.4178  0.4013
C: -2.1192 -2.7421 4.7573  -1.2334
C: -1.1963 -2.8897 3.5573  -0.3668
C: 0.1049 -2.1236 3.6715  -0.4522
C: -0.0872 -0.6105 3.6753  -0.8534
N: 1.1100 0.1151 4.2244  0.4244
C: 1.1918 -0.0715 5.7098  -0.5416
C: 1.8158 1.2161 6.2834  -0.7249
C: 1.7518 2.2382 5.1411  -0.5767
C: 0.8894 1.5788 4.0702  -0.6773
C: 2.3665 -0.3690 3.5798  -0.9478
H: -2.5921 -1.7577 4.7793  0.3363
H: -1.5484 -2.7716 5.6946  0.2706
H: -2.8884 -3.5067 4.8104  0.3936
H: -1.7682 -2.4939 2.7029  -0.0526
H: -0.9807 -3.9167 3.2661  0.4765
H: 0.7472 -2.3690 2.8213  0.3968
H: 0.6581 -2.4703 4.5521  0.2902
H: -0.9550 -0.3570 4.2829  0.3970
H: -0.2754 -0.2998 2.6457  0.4102
H: 1.8348 -0.9181 5.9332  0.3688
H: 0.2024 -0.2596 6.1170  0.4029
H: 2.8387 1.0406 6.6064  0.3608
H: 1.2763 1.6030 7.1440  0.3233
H: 2.7257 2.5005 4.7218  0.1486
H: 1.2941 3.1937 5.3935  0.5042
H: 1.0361 1.8799 3.0337  0.4104
H: -0.1622 1.7608 4.2966  0.4948
H: 2.5155 -1.3946 3.8793  0.4417
H: 3.1742 0.2211 4.0295  0.5208
H: 2.3651 -0.0380 2.5438  -0.0491
Cl: 0.9568 0.2857 0.0889  -0.7392

Calculated values
- total charge = +2
- HOMO level (Eh) = -0.471
- HOMO-LUMO gap (Eh) = 0.3362
- ΔE to the lowest compared entry with this formula, charge and spin (kJ/mol) = 47.9

Number 1: total energy -803.56436 hartree. Number 2: total energy -882.09392 hartree. Number 3: total energy -345.43425 hartree. Number 4: total energy -1688.71827 hartree.